1.
A single FH3OP2 molecule. Source: OMol25; level of theory: the ωB97M-V functional and the def2-TZVPD basis.

```
! RIJCOSX wB97M-V def2-TZVPD def2/J DEFGRID3
* xyz 0 1
H -1.788 -0.266 0.407
P 0.694 0.053 -0.752
P -1.053 0.952 0.124
H -2.049 1.153 -0.914
O 0.785 -1.283 0.472
F 1.703 0.914 0.173
H 1.708 -1.522 0.491
*
```

Properties
LUMO energy ... 0.319 eV
SMILES ... OP(F)#[PH2]
ΔE to the lowest compared entry with this formula, charge and spin ... 11.7 kcal/mol
HOMO-LUMO gap ... 9.7 eV



2.
2 unconnected molecules or ions with the total composition FH3P2S. Source: OMol25; level of theory: the ωB97M-V functional and the def2-TZVPD basis.

```
! RIJCOSX wB97M-V def2-TZVPD def2/J DEFGRID3
* xyz 0 1
F -1.485 -0.787 1.006
P 0.933 -1.266 -0.563
H 0.828 -0.962 -1.889
P -0.633 0.114 0.037
S -1.840 2.530 0.987
H 0.243 0.696 0.866
H 1.954 -0.326 -0.444
*
```

Properties
LUMO energy (alpha / beta) ... -2.405 / -2.582 eV
ΔE to the lowest compared entry with this formula, charge and spin ... 80.9 kcal/mol
HOMO-LUMO gap (alpha / beta) ... 6.7 / 6.8 eV



3.
A single FH3P2S molecule. Source: OMol25; level of theory: the ωB97M-V functional and the def2-TZVPD basis.

```
! RIJCOSX wB97M-V def2-TZVPD def2/J DEFGRID3
* xyz 0 1
S 2.726 -0.372 -1.965
H -0.416 -1.117 0.860
H 0.858 1.017 0.215
H 0.347 -2.322 -0.648
P 1.079 0.178 -1.122
F 0.239 1.092 -2.068
P -0.554 -1.158 -0.523
*
```

Properties
LUMO energy ... 0.120 eV
SMILES ... F[P@@H](P)=S
ΔE to the lowest compared entry with this formula, charge and spin ... 4.9 kcal/mol
HOMO-LUMO gap ... 9.4 eV



4.
A single FH4N2OP molecule. Source: OMol25; level of theory: the ωB97M-V functional and the def2-TZVPD basis.

```
! RIJCOSX wB97M-V def2-TZVPD def2/J DEFGRID3
* xyz 0 1
H -1.676 1.797 0.970
N -0.173 0.335 0.859
F 1.272 -1.640 0.358
H 0.368 -0.105 1.689
H 0.348 -0.434 -2.477
N 0.301 -0.259 -1.484
O -1.218 1.083 1.523
H 1.005 0.476 -1.140
P -0.227 -1.252 -0.297
*
```

Properties
LUMO energy ... 0.978 eV
SMILES ... NP(F)NO
ΔE to the lowest compared entry with this formula, charge and spin ... 109.0 kcal/mol
HOMO-LUMO gap ... 9.7 eV



5.
A single FH4P3 molecule. Source: OMol25; level of theory: the ωB97M-V functional and the def2-TZVPD basis.

```
! RIJCOSX wB97M-V def2-TZVPD def2/J DEFGRID3
* xyz 0 1
H 1.001 2.009 0.293
H -1.978 -1.763 -0.446
P -1.573 -0.577 0.305
H 1.740 1.011 -1.113
H 0.827 -1.275 1.384
P 0.704 -0.877 -0.094
P 1.845 0.971 0.212
F -2.566 0.502 -0.542
*
```

Properties
LUMO energy ... -0.149 eV
SMILES ... FP[PH]#[PH2]
ΔE to the lowest compared entry with this formula, charge and spin ... 19.9 kcal/mol
HOMO-LUMO gap ... 8.6 eV



6.
2 unconnected molecules or ions with the total composition FHIN. Source: OMol25; level of theory: the ωB97M-V functional and the def2-TZVPD basis.

```
! RIJCOSX wB97M-V def2-TZVPD def2/J DEFGRID3
* xyz 0 1
F -0.016 1.199 -0.280
I 1.650 -0.866 -0.117
H -1.699 -0.428 -0.100
N 0.065 0.095 0.497
*
```

Properties
LUMO energy (alpha / beta) ... -0.812 / -1.243 eV
ΔE to the lowest compared entry with this formula, charge and spin ... 80.3 kcal/mol
HOMO-LUMO gap (alpha / beta) ... 8.8 / 8.5 eV



7.
A gas-phase ion, FHNO3P (charge -2). Source: OMol25; level of theory: the ωB97M-V functional and the def2-TZVPD basis.

```
! RIJCOSX wB97M-V def2-TZVPD def2/J DEFGRID3
* xyz -2 1
F -1.723 -1.458 -0.299
P 0.872 0.333 -0.132
N -1.208 -0.172 -0.247
O 0.713 0.561 1.344
O 1.643 -0.926 -0.453
O 1.059 1.583 -0.988
H -1.357 0.080 0.775
*
```

Properties
LUMO energy ... 7.809 eV
SMILES ... O=P([O-])([O-])NF
ΔE to the lowest compared entry with this formula, charge and spin ... 9.5 kcal/mol
HOMO-LUMO gap ... 6.8 eV



8.
A molecular structure, FHO3PRb. Source: OMol25; level of theory: the ωB97M-V functional and the def2-TZVPD basis.

```
! RIJCOSX wB97M-V def2-TZVPD def2/J DEFGRID3
* xyz 2 1
H 2.373 -1.789 -3.838
O 0.154 -4.151 0.248
F 3.981 -2.229 -3.033
P 1.106 -5.275 0.125
Rb -0.968 -0.153 1.560
O -0.780 -3.262 0.133
O 2.666 -1.701 -2.908
*
```

Properties
LUMO energy (alpha / beta) ... -11.932 / -11.928 eV
HOMO-LUMO gap (alpha / beta) ... 5.1 / 5.1 eV



9.
A molecular structure, FHO4. Source: OMol25; level of theory: the ωB97M-V functional and the def2-TZVPD basis.

```
! RIJCOSX wB97M-V def2-TZVPD def2/J DEFGRID3
* xyz 0 3
O 0.944 0.100 0.369
O -0.894 0.718 -0.247
F 0.654 -1.416 0.680
O 1.837 0.157 -0.440
O -1.631 0.288 0.644
H -0.910 0.153 -1.005
*
```

Properties
LUMO energy (alpha / beta) ... -1.427 / -2.122 eV
ΔE to the lowest compared entry with this formula, charge and spin ... 0.0 kcal/mol
HOMO-LUMO gap (alpha / beta) ... 9.1 / 8.3 eV



10.
A molecular structure, FIn. Source: OMol25; level of theory: the ωB97M-V functional and the def2-TZVPD basis.

```
! RIJCOSX wB97M-V def2-TZVPD def2/J DEFGRID3
* xyz 2 1
F 0.971 -0.994 -0.398
In -0.971 0.994 0.398
*
```

Properties
LUMO energy ... -19.657 eV
ΔE to the lowest compared entry with this formula, charge and spin ... 54.8 kcal/mol
HOMO-LUMO gap ... 6.1 eV



Calculated total energy (computed, eV): -23391.2559 -32175.7244 -32179.0208 -17097.5336 -30647.1560 -12317.9019 -19653.9308 -18793.7245 -10911.9815 -7860.3185
Strongest force on any atom (computed, eV/Å): 3.58 1.91 2.65 2.87 2.43 2.59 4.24 1.05 4.86 2.14